Below is a cluster of 2 separate species, C11H16BrClN4O4P in total, with properties calculated with ωB97M-V/def2-TZVPD.

ORCA input file:
```
! RIJCOSX wB97M-V def2-TZVPD def2/J DEFGRID3
* xyz 1 1
N -4.846 -1.960 -2.020
P -3.433 -1.395 -2.793
O -2.897 -2.700 -3.581
C -2.234 -1.241 -1.359
C -1.914 -2.043 -0.292
C -2.354 -3.389 0.173
C -2.503 -4.403 -0.923
O -1.704 -4.635 -1.742
Cl -4.018 -5.331 -0.836
N -0.994 -1.323 0.458
O -0.445 -1.769 1.627
C -0.751 -0.128 -0.093
C 0.153 0.907 0.464
C -0.313 1.222 1.891
O -1.007 2.165 2.101
N -1.479 -0.081 -1.208
Br -1.504 1.334 -2.393
H -4.855 -2.960 -1.840
H -5.048 -1.440 -1.175
H -3.633 -3.156 -4.012
H -1.571 -3.783 0.818
H -3.235 -3.283 0.798
H 0.450 -2.083 1.413
H 0.022 1.818 -0.103
H 1.175 0.539 0.450
H 0.008 0.555 2.696
C 5.420 3.519 0.659
C 3.942 3.776 0.389
C 3.030 3.217 1.490
C 3.179 1.766 1.615
N 3.273 0.625 1.695
H 5.642 2.451 0.687
H 6.031 3.959 -0.127
H 5.728 3.956 1.609
H 3.665 3.337 -0.571
H 3.767 4.850 0.311
H 1.983 3.437 1.270
H 3.269 3.669 2.453
*
```

Properties
LUMO level = -4.01 eV
ΔE to the lowest compared entry with this formula, charge and spin = 0.000 eV
Gap between HOMO and LUMO = 8.11 eV